Entry 1:
A gas-phase ion, C8H14N7 (charge +1) in a non-equilibrium geometry. Source: OMol25; level of theory: ωB97M-V/def2-TZVPD.

Output
E_tot in eV: -18944.2148
HOMO-LUMO gap in eV: 7.61
ΔE to the lowest compared entry with this formula, charge and spin in kcal per mole: 37.89
SMILES string: CNN(C[NH3+])n1ccc2c(N)ncnc21
Maximum force in eV/A: 6.5
Charge: +1

The geometry in XYZ format:
```
29
Properties=species:S:1:pos:R:3:forces:R:3
C 1.519 0.267 -2.312 -1.36 0.18 0.56
N 0.562 -0.874 -2.191 2.11 1.13 0.72
N 0.378 -1.169 -0.824 -1.68 0.92 1.11
C 0.224 -2.580 -0.657 0.49 -0.92 -1.64
N 1.473 -3.092 -1.299 4.25 3.21 3.67
N -0.495 -0.388 -0.033 2.90 2.13 1.27
C -1.830 -0.263 -0.165 -1.20 -1.35 -1.05
C -2.366 0.720 0.607 1.19 -0.68 -0.65
C -1.249 1.394 1.256 -0.10 -1.56 -1.12
C -1.072 2.417 2.187 3.59 -0.37 -0.26
N -1.997 3.227 2.721 -2.45 -1.23 -0.20
N 0.259 2.675 2.570 -2.96 0.42 0.47
C 1.256 1.925 2.180 -1.75 -0.90 -1.88
N 1.168 0.906 1.284 -0.65 -0.05 -0.35
C -0.086 0.693 0.816 1.59 0.16 1.44
H 0.964 1.221 -2.249 0.18 -0.21 -1.60
H 2.035 0.470 -1.420 1.19 -0.89 1.45
H 2.187 -0.034 -3.087 0.39 0.99 -0.93
H -0.179 -0.547 -2.772 -1.78 -0.50 0.26
H -0.494 -3.059 -1.358 -0.54 0.40 1.04
H 0.275 -2.987 0.345 -0.84 0.57 0.29
H 2.344 -3.157 -0.613 -2.33 -0.04 -1.58
H 1.331 -3.903 -1.750 -0.42 -4.04 -1.93
H 1.745 -2.379 -1.991 -0.37 0.12 -0.33
H -2.122 -1.057 -0.856 -1.46 0.60 0.30
H -3.404 0.836 0.682 -1.12 0.55 0.20
H -2.996 2.865 2.814 2.10 0.80 -0.29
H -1.619 3.646 3.532 0.04 0.81 0.92
H 2.188 2.228 2.584 1.02 -0.25 0.11
```
Forces are in eV/Å.

Results of the natural (NBO) charge analysis, in e, for atoms 1 through 5:
1 C -0.47
2 N -0.51
3 N -0.14
4 C -0.04
5 N -0.68

Entry 2:
A gas-phase ion, C8H14NO (charge +1) in a non-equilibrium geometry. Source: OMol25; level of theory: ωB97M-V/def2-TZVPD.

Output
E_tot in eV: -12049.8130
HOMO-LUMO gap (spin up / spin down) in eV: 8.72 / 8.72
ΔE to the lowest compared entry with this formula, charge and spin in kcal per mole: 103.16
SMILES string: CCC1=C(C)[C@]1(C)[N+](C)=O
Maximum force in eV/A: 3.9
Charge: +1

The geometry in XYZ format:
```
24
Properties=species:S:1:pos:R:3:forces:R:3
C -1.658 -0.103 2.162 0.13 -0.07 0.00
C -0.760 -1.267 1.741 -0.45 -0.15 0.51
C 0.252 -0.865 0.777 1.60 0.61 -1.13
C 1.380 -0.700 0.191 -2.04 0.17 0.68
C 2.797 -0.791 -0.097 0.70 -0.09 -0.09
C 0.182 0.007 -0.532 -0.82 -3.02 -2.36
C -0.439 -0.655 -1.907 1.05 1.29 2.27
N 0.082 1.354 -0.370 0.66 0.80 1.34
C -0.595 2.144 -1.369 -0.58 1.10 -0.75
O 0.549 1.921 0.600 -0.32 -0.13 -0.65
H -2.296 0.214 1.339 -0.06 0.05 -0.07
H -1.064 0.743 2.497 -0.01 0.07 0.07
H -2.297 -0.418 2.981 -0.09 0.00 0.04
H -1.372 -2.069 1.316 0.12 -0.02 0.04
H -0.227 -1.668 2.608 -0.06 -0.08 -0.08
H 3.311 -1.183 0.781 0.05 0.00 -0.06
H 3.210 0.189 -0.340 -0.01 -0.03 0.04
H 2.972 -1.460 -0.942 0.02 0.03 0.03
H -1.482 -0.384 -2.011 -0.18 -0.01 -0.11
H -0.347 -1.730 -1.808 0.02 -0.07 0.07
H 0.135 -0.321 -2.765 -0.01 0.00 -0.14
H -0.403 3.197 -1.162 0.05 -0.21 0.08
H -1.673 1.964 -1.319 0.14 -0.15 0.12
H -0.257 1.885 -2.372 0.09 -0.11 0.14
```
Forces are in eV/Å.

Results of the natural (NBO) charge analysis, in e, for atoms 1 through 5:
1 C -0.60
2 C -0.46
3 C 0.15
4 C 0.15
5 C -0.67

Entry 3:
A gas-phase ion, C8H14NO (charge +1) in a non-equilibrium geometry. Source: OMol25; level of theory: ωB97M-V/def2-TZVPD.

Output
E_tot in eV: -12050.3924
HOMO-LUMO gap in eV: 9.51
ΔE to the lowest compared entry with this formula, charge and spin in kcal per mole: 89.80
SMILES string: C#[N+][C@H]1O[C@@H](C)C[C@H]1CC
Maximum force in eV/A: 9.3
Charge: +1

The geometry in XYZ format:
```
24
Properties=species:S:1:pos:R:3:forces:R:3
C -1.358 -1.423 2.424 7.04 1.55 -5.86
N -0.462 -1.225 1.679 -5.65 -0.95 4.02
C 0.587 -1.215 0.663 2.89 -0.79 0.31
O 0.295 -2.056 -0.364 0.68 -0.66 1.03
C -0.170 -1.316 -1.489 -2.67 -0.03 1.37
C -1.752 -1.336 -1.427 3.11 -0.90 -2.28
C 0.453 0.054 -1.329 -2.65 0.81 0.55
C 0.937 0.167 0.111 -2.26 0.79 -0.54
C 0.354 1.432 0.833 -1.59 -2.36 2.80
C 1.129 2.648 0.539 1.71 3.62 1.25
H -2.104 -1.662 3.053 -2.49 -0.63 2.16
H 1.472 -1.630 1.255 -1.18 0.37 -0.60
H 0.180 -1.788 -2.354 0.49 -0.97 -1.18
H -2.303 -2.267 -1.510 0.45 -0.21 0.00
H -1.890 -0.718 -2.261 -1.33 0.81 -1.49
H -2.010 -0.780 -0.626 -1.20 1.67 2.87
H -0.256 0.886 -1.531 0.27 -0.65 -0.08
H 1.225 0.146 -1.999 1.91 0.33 -1.54
H 1.992 0.167 0.007 1.11 0.48 0.77
H -0.763 1.721 0.732 1.52 -1.29 -0.65
H 0.333 1.059 2.002 0.60 1.68 -2.36
H 0.727 3.532 1.211 0.58 -1.57 -1.59
H 2.186 2.563 0.927 -0.88 -0.08 -0.66
H 1.199 3.040 -0.547 -0.47 -1.00 1.69
```
Forces are in eV/Å.

Results of the natural (NBO) charge analysis, in e, for atoms 1 through 5:
1 C 0.47
2 N -0.19
3 C 0.23
4 O -0.46
5 C 0.11

Entry 4:
A single C8H14NP molecule in a non-equilibrium geometry. Source: OMol25; level of theory: ωB97M-V/def2-TZVPD.

Output
E_tot in eV: -19298.8556
HOMO-LUMO gap in eV: 8.89
ΔE to the lowest compared entry with this formula, charge and spin in kcal per mole: 37.24
SMILES string: [H]/N=C(\C)C(=C(C)C)/C(C)=P/[H]
Maximum force in eV/A: 2.6
Charge: 0

The geometry in XYZ format:
```
24
Properties=species:S:1:pos:R:3:forces:R:3
H 1.071 3.006 -1.227 -0.92 1.21 0.16
N 1.119 2.080 -0.889 0.87 -1.85 -0.35
C 0.128 1.479 -0.368 -0.25 2.56 -0.43
C -1.163 2.260 -0.062 -1.74 0.84 0.26
C 0.197 0.066 0.049 -1.61 0.54 -0.56
C 1.303 -0.647 0.169 1.44 0.21 1.23
C 1.275 -2.007 0.756 -1.53 -1.78 -0.77
C 2.670 -0.093 -0.033 0.43 -1.09 -0.25
C -1.166 -0.485 0.289 -0.91 -0.58 0.72
C -2.002 -0.980 -0.878 0.24 0.22 -0.63
P -1.815 -0.436 1.840 2.06 0.59 0.33
H -2.993 -0.982 1.513 -1.85 -0.78 -0.37
H -1.126 3.442 -0.140 0.36 -2.58 -0.41
H -1.407 2.088 1.019 0.05 0.12 -0.97
H -2.082 1.842 -0.664 1.73 0.92 1.11
H 0.913 -2.637 -0.103 0.68 -0.06 0.61
H 2.243 -2.451 1.143 -1.30 0.85 -0.31
H 0.360 -2.078 1.409 1.46 -0.18 0.05
H 2.593 0.905 -0.450 0.62 -0.10 0.36
H 3.183 -0.779 -0.750 -0.11 0.52 0.40
H 3.187 -0.230 0.944 -0.04 0.49 -0.64
H -1.676 -1.988 -1.201 -0.28 0.18 0.47
H -3.102 -0.988 -0.559 1.59 0.06 -1.08
H -1.712 -0.387 -1.807 -1.00 -0.29 1.09
```
Forces are in eV/Å.

Results of the natural (NBO) charge analysis, in e, for atoms 1 through 5:
1 H 0.35
2 N -0.67
3 C 0.32
4 C -0.70
5 C -0.27